DFT (ωB97M-V with the def2-TZVPD basis set) results for a molecular structure, C15H13AgBN2O2S.

Geometry as XYZ:
```
35
C15H13AgBN2O2S, DFT ωB97M-V with the def2-TZVPD basis set
C 3.9197 -2.1406 -0.1032
C 2.3997 -1.5957 -0.3182
B 2.3658 -0.2210 -1.2284
O 3.1052 -0.1835 -2.4667
C 1.4371 1.0305 -0.6687
C 2.0114 2.2594 0.1191
N 3.4741 2.3212 0.4015
C 3.7186 1.6668 1.5287
O 3.8241 1.1242 2.6618
C 0.9747 3.3639 0.5860
C -0.5851 3.2703 0.3047
C -1.1814 2.0037 -0.4617
C -0.1045 0.9201 -0.9365
S -0.8453 -0.5542 -1.8298
C -2.4057 -0.8424 -0.8350
C -2.9091 -2.2841 -0.4893
C -4.2065 -2.4781 0.3850
C -4.9672 -1.1751 0.8710
C -4.4441 0.2671 0.5333
C -3.1345 0.5070 -0.3579
N -2.6462 1.8608 -0.7060
H 4.2781 -2.6808 -1.0565
H 4.5863 -1.2010 0.0302
H 3.9697 -2.8431 0.8124
H 1.9596 -1.3827 0.7520
H 1.6987 -2.4107 -0.7703
H 2.7534 -0.9492 -3.0053
H 1.3787 4.2709 1.1684
H -1.2565 4.1425 0.6705
H -2.2747 -3.1621 -0.9066
H -4.5217 -3.5547 0.6243
H -5.9261 -1.3436 1.4966
H -5.0101 1.1829 0.9230
H -3.1821 2.5180 -0.1136
Ag 1.7459 -1.7066 2.3850
```

⟨S²⟩ = 0.794
lowest unoccupied orbital energy (spin up / spin down) = -0.3132 / -0.3533 Eh
DFT total energy = -1408.3743 Ha
Kohn-Sham gap (spin up / spin down) = 6.28 / 5.06 eV
spin multiplicity = 2
total charge = +2